C37H28N2NbO4S5Si as an isolated structure. Source: the OMol25 dataset; level of theory: wB97M-V/def2-TZVPD.

```
78
Properties=species:S:1:pos:R:3:lowdin_charge:R:1
Nb 1.04992 -0.85987 -0.11283 1.524
S -0.39846 -0.89552 2.42798 0.741
S -0.06137 -5.09367 -2.82159 0.962
S 0.88929 -3.01202 -4.75503 0.993
S 1.75658 -1.24354 -2.47179 0.623
S 0.90145 -3.45743 -0.46613 0.586
Si -0.47194 1.86262 -1.80911 0.597
O -0.27372 0.34842 3.21789 -0.268
O 0.36628 0.73016 -0.82466 -0.517
O -0.99367 -0.93841 0.99518 -0.467
O -0.41697 -5.29212 -5.50333 -0.036
N 1.09054 -1.35763 1.93712 -0.314
N 3.21254 -0.74046 0.33360 -0.058
C 5.68649 -0.08868 1.51672 0.045
C -2.18746 -2.97627 2.74074 -0.015
C -1.29515 -2.04252 3.36458 -0.300
C -1.99611 -0.31571 -2.81391 -0.096
C -2.69039 -1.04075 -3.77281 -0.064
C 2.10916 3.89575 -4.35152 -0.091
C 3.35735 -0.76295 1.75430 -0.124
C 3.65617 -0.89156 4.55519 -0.046
C 1.00367 -2.66408 -3.06824 -1.123
C 4.70688 -0.53299 3.75509 -0.012
C -3.42362 4.21764 0.91667 -0.071
C -2.19130 0.60601 -5.41248 -0.094
C -1.24857 -1.95852 4.73320 -0.058
C 2.28415 -1.06875 2.61600 -0.257
C 2.29690 5.11606 -3.72562 -0.087
C -1.35102 0.91127 -3.13566 -0.229
C -1.46301 1.37114 -4.46089 -0.070
C -1.72818 2.72671 -0.73828 -0.233
C -2.87250 -3.77300 4.94563 -0.224
C 4.31265 -0.46528 -0.43081 -0.089
C -2.27741 3.93424 -1.21956 -0.109
C -2.78229 -0.54858 -5.09693 -0.094
C 5.54157 -0.21779 0.13475 -0.019
C 2.40942 -1.24191 4.00788 0.035
C -3.00085 2.96072 1.31071 -0.078
C -2.07427 2.22841 0.52315 -0.072
C 0.06129 -4.57813 -4.62412 -0.876
C -3.03952 4.69685 -0.37252 -0.072
C 0.62342 -3.68581 -2.17860 -1.171
C 0.58620 3.21848 -2.59265 -0.231
C 0.79077 4.46744 -1.97455 -0.096
C 4.61573 -0.43506 2.33360 -0.142
C 1.55491 5.43934 -2.59835 -0.085
C -2.86292 -3.88150 3.53791 -0.013
C 1.28474 2.91718 -3.78379 -0.106
C -1.99154 -2.86070 5.50009 -0.026
C -3.84388 -4.51089 5.87482 -0.024
H -1.86598 -0.76547 -1.84407 0.084
H -3.49761 -4.58939 3.08727 0.108
H -3.46997 -5.53051 6.06438 0.091
H 3.05022 5.82237 -4.15138 0.122
H 2.63135 3.60417 -5.28128 0.114
H -1.96924 4.31933 -2.15967 0.094
H 5.62644 -0.23363 4.26045 0.127
H 1.63066 -1.77503 4.54140 0.116
H -3.32130 -1.14100 -5.83228 0.113
H 0.32502 4.71578 -1.00142 0.117
H 6.43451 -0.03363 -0.49173 0.134
H 1.71259 6.40542 -2.10481 0.113
H -2.25847 -3.05489 1.63263 0.129
H -1.70087 1.26619 0.90357 0.063
H -3.33420 5.72902 -0.67177 0.119
H 1.26729 1.91872 -4.28171 0.112
H 6.56070 0.30935 1.97529 0.127
H -1.15647 2.39686 -4.70713 0.105
H -1.86007 -2.77662 6.57106 0.121
H -3.91075 -3.91424 6.83814 0.104
H -0.60556 -1.23994 5.21758 0.114
H 3.81746 -0.85135 5.62531 0.120
H -3.31443 2.53641 2.27679 0.109
H 4.17918 -0.60307 -1.50767 0.084
H -4.82056 -4.64037 5.41714 0.079
H -3.94669 4.86430 1.60508 0.100
H -2.26671 1.01272 -6.45010 0.124
H -3.14846 -1.96784 -3.44811 0.106
```

Calculated values
Frontier orbital gap (alpha / beta) = 5.161 / 5.172 eV
LUMO level (alpha / beta) = -4.88 / -4.87 eV
Total charge = +1

---

A 2-piece molecular cluster, C37H29Cl6NO overall. Source: the OMol25 dataset; level of theory: wB97M-V/def2-TZVPD.

```
74
Properties=species:S:1:pos:R:3:lowdin_charge:R:1
Cl -3.40146 0.87360 -5.85827 0.634
Cl 1.04033 3.37419 -7.73298 0.665
Cl -2.19439 1.10523 -2.43421 0.772
Cl 1.12325 5.05439 -5.07749 0.667
Cl -3.96529 3.66006 -4.15988 0.673
Cl -1.19063 1.18202 -8.07520 0.612
O -1.26425 4.41653 -3.26586 -0.099
N -0.39878 -1.04900 -1.03043 -0.021
C 5.13361 -1.88259 2.20792 -0.075
C -5.09521 2.08296 1.90792 -0.048
C 2.45623 -2.01555 1.32624 -0.163
C -0.61873 -3.82968 -0.11699 -0.050
C 0.30000 -0.08046 2.07991 -0.079
C 1.55685 -2.15192 -1.74002 -0.122
C 0.91153 -5.95214 0.83258 -0.060
C 0.05312 -1.42348 1.75501 -0.199
C 2.76051 -1.60149 2.63039 -0.023
C -0.25690 -6.20724 0.11836 -0.075
C 4.09041 -1.49713 3.05469 -0.062
C -1.64980 -0.09890 3.51332 -0.075
C -2.54007 0.04660 -0.83772 -0.409
C -1.03096 -5.13817 -0.35641 -0.054
C -0.59454 0.59918 2.90492 -0.068
C -1.28931 3.92644 -4.41698 -0.508
C 0.68088 -1.91757 -2.98080 -0.109
C -0.13024 3.14399 -6.51201 -0.754
C -2.46846 3.12782 -4.81969 -0.735
C -1.15392 2.15566 -6.66196 -0.739
C -3.42649 0.72018 0.12603 -0.246
C -5.53599 0.88350 1.27886 -0.062
C 4.83112 -2.40122 0.94303 -0.057
C 1.01257 -2.12304 0.80256 -0.246
C -2.29752 2.19231 -5.77661 -0.756
C -3.02039 1.94614 0.70265 -0.046
C 0.95940 -1.37776 -0.55738 -0.175
C -3.83530 2.60036 1.58299 -0.075
C -4.71745 0.23549 0.37499 -0.032
C -0.11589 3.91786 -5.35560 -0.653
C 1.32277 -4.63718 1.07757 -0.012
C -0.65867 -1.39106 -2.45644 -0.145
C 3.49875 -2.53030 0.54337 -0.048
C -1.80402 -1.46053 3.29071 -0.059
C -0.92533 -2.14056 2.44464 -0.002
C 0.58531 -3.57825 0.54548 -0.197
C -1.17421 -0.10136 -0.47082 -0.060
H 1.97376 -1.33494 3.33894 0.118
H 2.59688 -1.81750 -1.87111 0.123
H -1.96470 -5.27589 -0.88599 0.106
H 6.16908 -1.80918 2.52880 0.104
H 4.30167 -1.14623 4.06196 0.107
H 1.49319 -6.78367 1.22526 0.108
H 1.45509 -0.39324 -0.49453 0.174
H -6.51341 0.48279 1.53942 0.106
H 2.21514 -4.47632 1.69469 0.126
H -3.00140 -0.48923 -1.76200 0.110
H -1.02106 -3.22251 2.32089 0.123
H 0.51757 -2.86615 -3.52794 0.126
H 1.21684 0.40277 1.69713 0.140
H -0.60515 -7.22123 -0.06517 0.105
H -0.43356 1.66116 3.08043 0.113
H -0.69486 0.80447 -0.07125 0.150
H -2.02626 2.31706 0.39616 0.125
H 1.58023 -3.22362 -1.51521 0.110
H -2.33484 0.44521 4.16364 0.110
H 5.60751 -2.75190 0.26879 0.107
H -5.01305 -0.73137 -0.07871 0.128
H -2.59493 -2.02154 3.79723 0.112
H -3.46966 3.53622 2.04356 0.122
H 3.27151 -3.06117 -0.38434 0.106
H -5.74575 2.61342 2.57900 0.099
H 1.17038 -1.18922 -3.65126 0.127
H -1.45344 -2.16814 -2.56932 0.139
H -1.23760 -2.98136 -0.40043 0.111
H -1.00390 -0.47328 -2.99288 0.040
```

Calculated values
Frontier orbital gap = 3.343 eV
Energy relative to the best compared isomer or geometry (same formula, charge and spin) = 75.2 kcal per mole
LUMO level = -2.44 eV